Density functional theory data (wB97M-V/def2-TZVPD) for a structure of composition C6H9FeO5 at a distorted geometry.

## Properties
Total charge: +1
Electronic energy: -50980.443 eV
Relative energy (zero: lowest compared OMol25 entry of this formula, charge and spin): 0.0 kcal/mol
Multiplicity: 7

Each line ends with the Mulliken charge.
Atoms and positions in Å:
O: -0.5582 0.1802 -0.7917  -0.153
C: 0.7473 0.7880 -0.5147  0.325
O: 1.1164 1.7121 -1.2467  -0.625
O: 0.3003 1.2326 0.9382  0.201
C: 1.1563 2.0019 1.6445  0.311
C: -0.6093 -0.5853 -1.9940  -0.244
H: -0.4982 0.1038 -2.8438  0.301
H: 0.2412 -1.2861 -2.0165  0.348
C: -1.9139 -1.3427 -2.0664  -1.218
H: -2.0138 -2.0346 -1.2181  0.301
H: -2.7678 -0.6523 -2.0846  0.307
H: -1.9374 -1.9370 -2.9894  0.376
C: 0.9928 2.2974 2.9345  -0.715
H: 2.0317 2.3294 1.0755  0.380
H: 1.7107 2.9546 3.4233  0.334
H: 0.2296 1.8093 3.5432  0.267
O: 1.2049 -3.4537 0.8573  -0.264
C: 0.6446 -2.4700 1.0999  0.671
O: -0.1219 -1.6694 1.4835  -0.209
Fe: -1.4043 0.1379 1.0488  0.151
H: 1.4491 -0.1160 -0.2827  0.155

=====

Density functional theory data (wB97M-V/def2-TZVPD) for a cluster of 2 separate species, C6H9IN2 in total at a distorted geometry.

## Properties
Total charge: 0
Electronic energy: -17442.015 eV
Relative energy (zero: lowest compared OMol25 entry of this formula, charge and spin): 126.2 kcal/mol

Each line ends with the Mulliken charge.
Atoms and positions in Å:
C: 0.4416 -2.4137 1.3662  -0.302
C: 0.4716 -1.0275 0.6673  0.655
C: -0.7126 -0.4390 0.4851  -0.542
C: -0.6174 2.1526 -0.7670  0.569
C: 1.7198 -0.5390 0.0557  -1.140
C: -2.0406 2.0686 -0.7258  -0.962
N: -0.1037 -2.4624 2.4725  -0.518
N: 0.5623 2.3501 -0.8975  -0.391
I: -2.6593 -0.9637 1.1054  -0.009
H: 0.7404 -3.2972 0.8094  0.391
H: 1.8558 -1.0390 -0.8388  0.319
H: 2.5736 -0.8085 0.5968  0.444
H: 1.6061 0.6329 -0.0628  0.183
H: -2.6270 1.2211 -1.1591  0.319
H: -2.5847 2.9445 -1.0347  0.333
H: -2.3772 1.7970 0.3054  0.213
H: -0.0570 -3.2734 3.1012  0.212
H: 1.0037 3.1906 -1.2291  0.226

=====

Density functional theory data (wB97M-V/def2-TZVPD) for a structure of composition C6H9IN2OS at a distorted geometry.

## Properties
Total charge: 0
Electronic energy: -30326.022 eV
Relative energy (zero: lowest compared OMol25 entry of this formula, charge and spin): 7.1 kcal/mol

Each line ends with the Mulliken charge.
Atoms and positions in Å:
C: 1.4398 -0.4110 0.3434  -0.151
C: 3.7053 -0.5881 -0.4409  -0.217
C: 2.1129 -2.7447 0.0093  0.496
C: -0.1820 -2.4528 0.3185  -0.950
C: -0.5587 0.4678 -0.7079  -1.097
C: 1.1206 1.9282 0.4547  -0.615
N: 1.1624 -1.7089 0.0799  0.053
N: 0.7029 0.6451 -0.0204  0.255
O: 1.8130 -3.8716 -0.2245  -0.528
S: 3.8064 -2.1746 0.0636  -0.070
I: 5.1172 0.7706 0.2805  0.027
H: 0.0898 -3.0358 1.1610  0.391
H: -0.9603 -1.7194 0.4694  0.297
H: -0.3412 -3.1371 -0.4734  0.314
H: -0.8556 1.2615 -1.2731  0.401
H: -0.3909 -0.3029 -1.5196  0.411
H: -1.4269 -0.0584 -0.1920  0.267
H: 0.5784 2.8134 0.0851  0.279
H: 0.9396 1.9859 1.5746  0.294
H: 2.1711 1.9723 0.3397  0.143

=====

Density functional theory data (wB97M-V/def2-TZVPD) for the molecule C6H9IO at a distorted geometry.

## Properties
SMILES: CO/C=C/[C@@H]1C[C@H]1I
Total charge: 0
Electronic energy: -16513.189 eV
Relative energy (zero: lowest compared OMol25 entry of this formula, charge and spin): 38.7 kcal/mol

Each line ends with the Mulliken charge.
Atoms and positions in Å:
C: -3.0261 0.9305 -0.3341  -0.559
O: -1.8745 1.1672 0.5397  -0.370
C: -0.6792 0.5567 0.3174  0.032
C: -0.1024 -0.0897 -0.6999  -0.448
C: 1.3250 -0.5439 -0.5796  -0.162
C: 1.6226 -1.2850 0.7901  -0.627
C: 2.3079 0.0084 0.4026  -0.454
I: 4.2847 0.0025 -0.0498  0.088
H: -3.6693 1.8337 -0.4372  0.217
H: -3.6682 0.1328 0.0564  0.258
H: -2.6382 0.4982 -1.2684  0.219
H: -0.1909 0.6812 1.2431  0.325
H: -0.5440 -0.1330 -1.7220  0.184
H: 1.7378 -0.9940 -1.4545  0.483
H: 0.7885 -1.3890 1.4958  0.269
H: 2.3269 -2.2426 0.7009  0.216
H: 1.9992 0.8659 0.9995  0.330

=====

Density functional theory data (wB97M-V/def2-TZVPD) for the ion C6H9IO2P with charge -1 at a distorted geometry.

## Properties
SMILES: C=C[C@H]1C[C@@]1(I)P([O-])OC
Total charge: -1
Electronic energy: -27851.452 eV
Relative energy (zero: lowest compared OMol25 entry of this formula, charge and spin): 6.0 kcal/mol

Each line ends with the Mulliken charge.
Atoms and positions in Å:
C: -2.0403 2.2541 -1.5142  -0.895
C: -1.7039 1.5451 -0.4281  -0.173
C: -0.4885 1.7139 0.2835  0.030
C: -0.1430 1.0959 1.6507  -0.610
C: 0.5353 0.3014 0.5059  0.081
I: 2.6116 0.5877 0.2547  -0.046
P: -0.2270 -1.1945 -0.2676  -0.070
O: 0.2827 -1.2369 -1.6596  -0.680
O: 0.6015 -2.3025 0.6275  -0.233
C: 1.6034 -3.0860 0.1279  -1.027
H: -2.8734 1.9138 -2.1663  0.237
H: -1.6058 3.2170 -1.6779  0.275
H: -2.0912 0.5414 -0.0065  0.246
H: 0.2335 2.5752 0.0298  0.236
H: 0.5597 1.6404 2.3348  0.282
H: -1.0080 0.5199 2.0298  0.251
H: 1.3656 -4.0899 0.3530  0.315
H: 2.6023 -2.9222 0.3987  0.344
H: 1.7855 -3.0737 -0.8762  0.437

=====

Density functional theory data (wB97M-V/def2-TZVPD) for the molecule C6H9IS at a distorted geometry.

## Properties
SMILES: C[C@@H]1C=C[C@](C)(I)S1
Total charge: 0
Electronic energy: -25302.399 eV
Relative energy (zero: lowest compared OMol25 entry of this formula, charge and spin): 6.8 kcal/mol

Each line ends with the Mulliken charge.
Atoms and positions in Å:
C: 0.4547 -1.7354 1.5680  -0.937
C: -0.0442 -0.3653 1.0660  0.215
C: -0.9470 -0.4671 -0.0066  -0.685
C: -0.5713 -0.0307 -1.2041  -0.637
C: 0.8870 0.5370 -1.1595  0.241
C: 1.0542 1.8266 -1.9829  -1.081
I: 2.0648 -1.0844 -2.0930  0.043
S: 1.2382 0.7410 0.5482  -0.181
H: 0.7614 -2.1654 0.5334  0.190
H: -0.2733 -2.3175 2.0990  0.366
H: 1.4701 -1.5546 2.0351  0.302
H: -0.5333 0.2447 1.9504  0.357
H: -1.9962 -0.5598 0.1471  0.358
H: -1.2142 0.1936 -2.0183  0.505
H: 0.1282 2.4205 -2.1724  0.293
H: 1.5016 1.5414 -2.9311  0.352
H: 1.7554 2.5218 -1.4217  0.300

=====

Density functional theory data (wB97M-V/def2-TZVPD) for a structure of composition C6H9IrO4 at a distorted geometry.

## Properties
Total charge: +2
Electronic energy: -17370.313 eV
Relative energy (zero: lowest compared OMol25 entry of this formula, charge and spin): 3.1 kcal/mol
Multiplicity: 5

Each line ends with the Mulliken charge.
Atoms and positions in Å:
O: -1.2006 -2.4375 0.5380  -0.161
C: -0.3362 -2.5890 -0.5379  -0.245
C: 0.7519 -3.3539 -0.5828  -0.615
H: -0.6385 -1.9688 -1.3859  0.423
H: 1.3239 -3.3760 -1.5112  0.389
H: 0.9968 -4.0406 0.2293  0.387
O: 0.7163 1.6456 -0.9504  -0.149
C: 0.9682 0.4588 -0.4591  0.148
O: 1.9314 -0.1305 -1.0208  -0.386
Ir: 1.6618 -1.1256 0.6221  1.582
O: 0.2483 -1.4225 1.8783  -0.453
C: -0.9109 -1.4724 1.4236  0.370
H: -1.7926 -1.1968 2.0149  0.410
C: -0.5260 2.2974 -0.6333  -0.189
H: -0.9041 2.6868 -1.5862  0.276
H: -1.2256 1.5390 -0.2593  0.275
C: -0.3011 3.4080 0.3660  -1.057
H: 0.0952 3.0161 1.3128  0.306
H: 0.3989 4.1549 -0.0319  0.328
H: -1.2572 3.9070 0.5737  0.363

=====

Density functional theory data (wB97M-V/def2-TZVPD) for a structure of composition C6H9LiO6 at a distorted geometry.

## Properties
Total charge: 0
Electronic energy: -18856.472 eV
Relative energy (zero: lowest compared OMol25 entry of this formula, charge and spin): 0.0 kcal/mol

Each line ends with the Mulliken charge.
Atoms and positions in Å:
O: -0.5373 -0.5798 -2.1388  -0.314
C: -0.8254 -1.2022 -1.0039  0.942
O: 0.0026 -1.8369 -0.3497  -0.735
O: -2.0343 -0.9746 -0.6459  -0.340
C: -2.3918 -0.9957 0.7913  -1.072
H: -2.1828 -2.0286 1.1250  0.153
H: -3.4881 -0.8931 0.7453  0.084
C: 0.8047 -0.6405 -2.6033  -0.518
H: 1.4629 -0.0955 -1.9134  0.213
H: 1.1349 -1.6814 -2.7126  0.257
H: 0.8094 -0.1425 -3.5770  0.237
O: 0.9332 0.3091 1.9587  -0.298
C: 1.7262 0.4739 0.9269  0.796
C: -0.2190 1.2054 1.8347  -0.043
O: 2.5903 -0.3311 0.6250  -0.800
O: 1.3514 1.4751 0.1573  -0.314
C: 0.3251 2.2312 0.8396  -0.329
H: -0.4023 1.6340 2.8254  0.301
H: -1.1765 0.4345 1.4703  0.275
H: 0.8020 3.1060 1.3015  0.271
H: -0.4099 2.5532 0.0954  0.299
Li: 1.7246 -2.0206 0.2483  0.938

=====

Density functional theory data (wB97M-V/def2-TZVPD) for a structure of composition C6H9MgO5Yb at a distorted geometry.

## Properties
Total charge: 0
Electronic energy: -53574.913 eV
Multiplicity: 2

Each line ends with the Mulliken charge.
Atoms and positions in Å:
O: -2.4051 0.2195 1.3483  -0.554
C: -1.4982 1.0837 1.8919  -0.487
C: -1.0220 2.0646 0.9742  -0.105
O: -1.0361 1.7187 -0.3745  -0.651
Mg: -1.7278 -0.1870 -0.4301  1.076
H: -1.7418 1.4607 2.8975  0.352
H: -1.3385 3.1064 1.1086  0.342
O: 1.7875 0.8602 -0.8088  -0.702
C: 1.6596 0.5442 0.5107  -0.311
C: 1.0498 -0.7357 0.9171  -0.359
O: 0.0741 -1.2416 0.0018  -0.305
C: 0.5115 -1.9476 -1.1758  -0.250
C: -0.4610 -1.6139 -2.2532  -0.510
O: -0.8492 -0.3288 -2.3106  -0.528
Yb: 0.2575 1.4614 -1.9900  0.994
H: 2.5801 0.7071 1.1016  0.379
H: 1.7861 -1.5275 1.0901  0.451
H: 0.5568 -3.0279 -0.9747  0.289
H: 1.5285 -1.5810 -1.4045  0.297
H: -0.5624 -2.2486 -3.1384  0.278
H: 0.1695 -0.2602 1.9381  0.127
H: 0.6811 1.4732 1.0809  0.178

=====

Density functional theory data (wB97M-V/def2-TZVPD) for the molecule C6H9N.

## Properties
SMILES: CC#CC[C@H]1CN1
Total charge: 0
Electronic energy: -7855.308 eV
Relative energy (zero: lowest compared OMol25 entry of this formula, charge and spin): 65.8 kcal/mol

Each line ends with the Mulliken charge.
Atoms and positions in Å:
C: 0.6081 0.1654 3.1069  -1.238
C: -0.1489 -0.0353 1.8713  0.759
C: -0.7603 -0.1932 0.8444  -0.200
C: -1.3220 -0.3151 -0.5064  -0.935
C: -0.3768 0.3696 -1.4766  0.099
C: 0.9242 -0.2485 -1.7901  -0.445
N: -0.1619 -0.2576 -2.7742  -0.647
H: 1.6557 -0.1236 2.9695  0.286
H: 0.1964 -0.4326 3.9254  0.289
H: 0.5873 1.2176 3.4087  0.287
H: -2.3234 0.1300 -0.5581  0.297
H: -1.4246 -1.3679 -0.7958  0.310
H: -0.3985 1.4582 -1.4301  0.393
H: 1.1655 -1.2205 -1.3641  0.223
H: 1.7794 0.4067 -1.9422  0.278
H: 0.0000 0.4468 -3.4887  0.246

=====

Density functional theory data (wB97M-V/def2-TZVPD) for the molecule C6H9N.

## Properties
Total charge: 0
Electronic energy: -7855.204 eV
Relative energy (zero: lowest compared OMol25 entry of this formula, charge and spin): 68.2 kcal/mol

Each line ends with the Mulliken charge.
Atoms and positions in Å:
C: -0.0633 -0.3449 0.8542  0.555
C: -2.1256 0.9466 0.4396  -0.889
C: -1.4174 0.0478 1.1293  -0.121
C: 1.0365 0.8634 -0.9743  -0.057
C: 0.6747 -1.2816 1.7675  -1.320
C: 1.2886 0.7646 -2.4183  -0.779
N: 0.5267 0.1079 -0.1884  0.030
H: -3.1310 1.1991 0.7148  0.272
H: -1.7062 1.4719 -0.4027  0.197
H: -1.8664 -0.4470 1.9783  0.278
H: 1.4372 -1.8300 1.2190  0.341
H: -0.0153 -1.9905 2.2200  0.375
H: 1.1671 -0.7265 2.5691  0.253
H: 1.2892 1.7581 -2.8634  0.289
H: 0.5585 0.1337 -2.9309  0.282
H: 2.2799 0.3398 -2.5577  0.295

=====

Density functional theory data (wB97M-V/def2-TZVPD) for a cluster of 2 separate species, C6H9N in total.

## Properties
Total charge: 0
Electronic energy: -7853.427 eV
Relative energy (zero: lowest compared OMol25 entry of this formula, charge and spin): 109.1 kcal/mol

Each line ends with the Mulliken charge.
Atoms and positions in Å:
C: -1.4102 1.7422 -0.3322  -1.109
C: -0.1788 0.9170 -0.1767  0.196
C: -0.0079 -0.5341 0.0450  1.497
C: -1.0542 -1.3687 0.1440  -0.824
C: 1.4347 -0.8919 0.1433  -0.696
C: 2.0134 0.3203 -0.0136  -0.838
N: 1.0362 1.3861 -0.2078  0.025
H: -2.3009 1.1086 -0.3210  0.257
H: -1.4046 2.2948 -1.2789  0.319
H: -1.5092 2.4688 0.4833  0.308
H: -0.8792 -2.4294 0.3007  0.131
H: -2.0907 -1.0403 0.0787  0.233
H: 0.9664 -3.9495 0.8548  0.169
H: 1.2328 -3.2617 0.6937  -0.256
H: 3.0489 0.6403 -0.0126  0.358
H: 1.2561 2.3665 -0.3508  0.231

=====

Density functional theory data (wB97M-V/def2-TZVPD) for the molecule C6H9N.

## Properties
SMILES: Cc1c[nH]c(C)c1
Total charge: 0
Electronic energy: -7857.330 eV
Relative energy (zero: lowest compared OMol25 entry of this formula, charge and spin): 19.1 kcal/mol

Each line ends with the Mulliken charge.
Atoms and positions in Å:
C: -2.3672 -0.6726 -0.1566  -1.154
C: -1.1124 0.0059 0.3056  0.689
C: -0.7536 1.3264 0.1593  -0.801
N: 0.6151 1.4125 0.2549  -0.046
C: 1.1423 0.1557 0.4601  0.163
C: 2.3966 -0.3059 -0.2329  -1.167
C: 0.0821 -0.7031 0.5929  -0.472
H: -3.1136 0.0484 -0.5024  0.336
H: -2.8009 -1.3273 0.6064  0.297
H: -2.1112 -1.3030 -1.0221  0.255
H: -1.3509 2.2038 -0.0511  0.392
H: 1.1385 2.2739 0.2666  0.193
H: 2.9503 -1.0755 0.3149  0.299
H: 2.0257 -0.7757 -1.1549  0.299
H: 3.0589 0.5150 -0.5232  0.349
H: 0.2003 -1.7784 0.6824  0.368

=====

Density functional theory data (wB97M-V/def2-TZVPD) for a cluster of 2 separate species, C6H9N in total at a distorted geometry.

## Properties
Total charge: 0
Electronic energy: -7853.889 eV
Relative energy (zero: lowest compared OMol25 entry of this formula, charge and spin): 98.5 kcal/mol

Each line ends with the Mulliken charge.
Atoms and positions in Å:
C: 1.0698 0.4685 -1.6699  -0.901
C: 0.8131 0.8790 -0.1946  -0.130
C: -2.2886 -1.2042 -2.1033  -0.201
C: 0.2474 0.0419 2.2916  -0.864
C: -0.0313 -1.1873 1.4982  -0.225
C: 0.3862 0.0948 0.7585  0.024
N: -2.3512 -0.1181 -1.7024  -0.096
H: 0.5184 -0.4774 -1.7615  0.237
H: 2.1321 0.3398 -1.8648  0.318
H: 0.9150 1.9239 0.0610  0.363
H: 0.5947 1.1572 -2.4895  0.247
H: -0.4074 0.7448 2.6665  0.271
H: 1.1175 0.1077 2.8155  0.255
H: 0.6743 -2.0598 1.6410  0.212
H: -1.1160 -1.4579 1.3727  0.194
H: -2.2738 0.7472 -1.3189  0.299